# 1
Density functional theory data (ωB97M-V/def2-TZVPD) for a cluster of 3 separate species, C2H9NS in total in a non-equilibrium geometry.

Atoms and positions in Å:
H  -1.227  -0.703  -3.131
H  -1.692  -0.210  -0.745
H  0.808  0.656  -1.522
H  -0.529  -0.925  -2.957
H  2.012  -0.395  -1.864
C  -1.479  -0.176  0.315
H  0.157  -1.710  0.132
H  2.278  1.239  -1.598
N  1.684  0.551  -2.031
H  -2.360  -0.005  0.922
H  -0.972  -1.932  1.477
S  0.010  0.479  1.111
C  -0.517  -1.202  0.812

The energy above the lowest of the compared OMol25 structures with the same formula, charge and spin comes out at 1.866 eV. The calculation puts the LUMO energy at 0.9 eV. The value obtained for the frontier orbital gap is 9.874 eV. As for the SMILES: [H][H].C1CS1.N. As for the spin multiplicity: 1.

These are the Mulliken partial charges, in e, on atoms 1 to 2: H 0.1459; H 0.1229

# 2
Density functional theory data (ωB97M-V/def2-TZVPD) for a structure of composition C26H86B2O13Pd in a non-equilibrium geometry.

Atoms and positions in Å:
H  3.290  6.064  0.826
H  -3.401  4.527  0.377
H  0.757  1.983  0.780
H  2.610  -0.788  3.523
B  0.057  2.379  0.060
C  -1.547  5.470  0.864
C  -4.199  1.087  -1.499
O  -1.315  0.190  2.272
O  -3.427  -1.571  2.704
H  -0.730  1.953  3.097
H  2.360  3.260  2.417
H  -0.950  2.221  0.412
H  -3.515  -3.077  -0.432
H  -3.972  2.125  -1.739
C  -3.258  0.537  -0.435
H  3.627  2.064  4.639
O  1.700  -0.095  -1.095
H  2.614  -5.958  0.622
H  1.477  -3.983  -4.731
H  0.744  -4.947  -3.461
H  3.260  4.125  -1.464
H  -4.137  0.460  -2.389
O  -0.184  3.852  -2.449
H  -1.324  -0.779  -6.209
C  -0.800  2.928  -3.348
Pd  -0.109  0.125  0.363
H  -1.666  3.052  -5.424
H  -1.990  6.277  1.448
O  -2.436  -1.541  -3.190
C  2.319  -1.166  2.542
H  -1.782  -2.801  2.882
H  1.930  5.870  -0.221
O  2.186  4.365  1.092
H  1.513  -3.405  -1.741
H  0.198  1.720  -0.782
C  -2.850  -2.807  3.101
O  0.207  -4.325  2.354
H  -2.704  -4.097  4.965
H  3.765  2.166  -2.357
H  0.102  -3.364  -3.758
O  2.345  -2.041  -2.935
C  -3.268  -3.953  -1.032
H  3.764  0.048  -0.815
H  -2.230  1.332  3.769
H  0.928  -6.221  2.554
H  -3.693  -0.352  0.023
H  0.338  -1.890  0.728
H  -2.500  -4.587  0.808
C  2.741  5.316  0.252
C  -3.092  -5.041  0.014
H  0.179  -5.921  1.035
H  -3.202  -1.992  -4.988
H  -0.703  3.843  1.106
C  2.193  -5.072  1.096
H  -4.385  -1.622  2.668
H  3.119  -1.992  0.797
B  -0.575  -2.166  0.222
O  1.726  -0.082  1.841
H  3.300  -1.946  -2.958
C  -2.580  4.990  -0.171
H  -0.642  5.866  0.402
H  -2.118  4.327  -0.902
H  -2.365  0.274  -5.248
H  -0.732  -3.232  0.279
C  4.911  2.545  2.921
C  3.087  1.315  -2.420
H  4.354  3.996  -0.092
H  -0.033  -3.705  1.662
H  -1.263  -0.397  5.099
H  4.922  3.187  2.040
H  -0.030  2.220  -3.656
H  3.479  0.590  -3.134
H  0.319  -0.143  4.393
H  4.100  -2.414  2.229
H  -3.136  1.329  0.303
H  1.645  3.800  0.535
H  2.886  1.393  -0.271
H  -0.466  -1.861  -0.807
H  -0.372  1.104  5.339
C  -1.235  3.651  -4.622
H  -1.571  -2.611  -4.658
C  -1.242  1.043  3.412
H  -1.593  2.411  -2.809
H  4.413  5.450  -1.128
H  -4.065  -5.368  0.380
H  -4.120  -4.126  -1.690
H  -2.588  -5.932  -0.360
H  -3.267  -3.648  2.548
C  -1.602  -0.503  -5.192
C  0.844  -5.468  1.771
C  3.592  2.698  3.753
H  -3.063  5.824  -0.680
H  2.925  -3.973  -2.687
C  3.543  -1.621  1.730
H  -0.732  -0.110  -4.667
H  5.146  1.528  2.607
C  -2.238  -1.757  -4.537
H  5.792  2.910  3.448
H  3.446  3.695  4.168
C  1.998  -3.400  -2.717
C  1.032  -3.933  -3.738
H  2.096  0.666  2.315
H  -1.979  4.405  -4.365
O  2.470  2.426  2.880
C  3.764  4.696  -0.683
H  -2.458  -2.358  -2.686
H  0.214  3.425  -0.157
H  -0.371  4.170  -5.035
H  4.253  -0.799  1.635
O  -1.193  4.421  1.696
H  -2.106  -0.304  -1.786
C  -3.120  -3.159  4.599
H  -2.001  -0.465  2.425
O  -2.017  0.229  -0.993
O  -2.105  -3.780  -1.738
H  2.076  -4.400  0.245
C  -0.634  0.343  4.604
H  1.643  -2.014  2.641
H  2.150  1.703  -2.819
H  1.803  -0.803  -1.735
C  2.911  0.670  -1.087
H  -2.723  -2.333  5.190
H  -5.247  1.034  -1.203
H  2.934  -4.698  1.802
H  -1.416  -1.675  0.686
H  -1.448  -3.350  -1.185
H  -4.202  -3.144  4.737
H  -0.079  3.390  -1.614

The calculation puts the LUMO energy (spin up / spin down) at 0.4 / -1.0 eV. The value obtained for the frontier orbital gap (spin up / spin down) is 9.557 / 8.059 eV. Its expectation value of S² is 2.00. As for the spin multiplicity: 3.

These are the Mulliken partial charges, in e, on atoms 1 to 2: H 0.4037; H 0.2007

# 3
Density functional theory data (ωB97M-V/def2-TZVPD) for a structure of composition C2H4F3NO4PtS in a non-equilibrium geometry.

Atoms and positions in Å:
H  -5.045  -4.032  0.597
S  -1.034  -2.123  -1.520
F  -1.718  -2.439  1.044
C  -5.567  -3.804  -0.346
O  -3.288  -1.051  -1.223
F  -0.345  -3.929  0.306
O  -0.297  -0.991  -0.954
C  -1.389  -3.177  0.000
N  -2.438  -1.717  -2.164
H  -5.564  -4.736  -0.933
O  -0.355  -3.033  -2.448
H  -4.497  -1.730  -0.531
H  -6.590  -3.503  -0.079
F  -2.431  -3.975  -0.281
Pt  -3.791  -2.935  -2.274
O  -4.922  -2.770  -1.052

The calculation puts the LUMO energy (spin up / spin down) at -0.6 / -2.4 eV. The value obtained for the frontier orbital gap (spin up / spin down) is 8.297 / 7.529 eV. Its expectation value of S² is 2.01. As for the spin multiplicity: 3.

These are the Mulliken partial charges, in e, on atoms 1 to 2: H 0.2835; S 1.0539

# 4
Density functional theory data (ωB97M-V/def2-TZVPD) for a structure of composition C11H11Cl2N5NiO2S2Te in a non-equilibrium geometry.

Atoms and positions in Å:
H  0.648  0.894  1.113
Te  -3.895  -0.489  -0.142
O  -2.039  -0.066  -2.911
N  -1.079  3.612  -1.573
C  0.411  -3.195  -0.306
C  -4.310  -2.689  3.583
C  -4.030  -1.228  1.811
C  -0.892  2.444  -0.963
C  1.225  -4.209  -0.776
H  1.311  -4.366  -1.839
Ni  -1.441  -0.599  -0.395
N  -1.706  1.081  -2.699
H  -4.525  -3.628  4.062
C  -4.353  -2.495  2.187
H  -1.024  4.489  -1.085
O  -1.876  2.015  -3.470
C  1.792  -4.783  1.485
N  -1.119  1.264  -1.515
S  -3.667  -0.248  3.194
N  -0.423  2.395  0.298
S  -0.864  -1.788  1.670
Cl  0.758  -3.565  3.646
C  -3.960  -1.564  4.257
C  0.221  -2.979  1.066
C  1.919  -5.000  0.121
Cl  -0.395  -2.182  -1.431
H  2.561  -5.784  -0.242
H  -4.585  -3.267  1.473
C  0.941  -3.801  1.947
H  -0.270  3.251  0.823
H  -3.859  -1.416  5.313
H  -0.866  1.106  1.785
H  2.352  -5.379  2.187
H  -1.429  3.562  -2.529
N  -0.321  1.150  0.924

The energy above the lowest of the compared OMol25 structures with the same formula, charge and spin comes out at 0.000 eV. The calculation puts the LUMO energy (spin up / spin down) at -0.4 / -0.5 eV. The value obtained for the frontier orbital gap (spin up / spin down) is 6.793 / 6.825 eV. Its expectation value of S² is 2.01. As for the spin multiplicity: 3.

These are the Mulliken partial charges, in e, on atoms 1 to 2: H 0.2577; Te -0.0557

# 5
Density functional theory data (ωB97M-V/def2-TZVPD) for a cluster of 3 separate species, C2H11NO2 in total in a non-equilibrium geometry.

Atoms and positions in Å:
H  1.551  1.742  1.499
H  0.706  -1.835  0.250
H  0.518  3.033  0.911
N  -0.498  1.237  1.384
H  0.624  -1.896  -3.325
O  1.272  -1.979  1.036
H  -0.111  0.348  1.715
H  -0.499  -2.741  -2.759
C  -1.375  0.856  0.269
H  0.930  1.712  -0.162
O  -0.088  -1.871  -2.674
H  1.013  -2.872  1.293
C  0.688  1.956  0.878
H  -0.992  0.004  -0.289
H  -1.323  1.628  -0.519
H  -2.416  0.675  0.494

The energy above the lowest of the compared OMol25 structures with the same formula, charge and spin comes out at 1.129 eV. The calculation puts the LUMO energy at 0.5 eV. The value obtained for the frontier orbital gap is 9.221 eV. As for the SMILES: CNC.O.O. As for the spin multiplicity: 1.

These are the Mulliken partial charges, in e, on atoms 1 to 2: H 0.3419; H 0.3191

# 6
Density functional theory data (ωB97M-V/def2-TZVPD) for a structure of composition C6H10NO2S in a non-equilibrium geometry.

Atoms and positions in Å:
C  1.352  0.551  -0.066
H  -1.426  -2.195  -0.613
N  -2.842  0.144  -0.252
H  3.306  1.298  -0.226
S  0.725  -1.696  0.102
H  -0.941  -0.683  -1.416
C  -0.743  0.780  0.929
C  -1.706  -0.376  0.461
C  -0.882  -1.239  -0.453
H  3.108  -0.140  -1.034
H  2.520  1.192  -1.971
H  -2.685  1.035  -0.850
H  -2.069  -1.053  1.327
C  1.252  -0.292  1.154
H  2.224  -0.554  1.734
O  0.172  0.245  1.853
H  -3.050  -0.754  -0.762
H  -1.113  1.738  1.237
O  0.216  1.156  -0.259
C  2.584  0.842  -0.894

The energy above the lowest of the compared OMol25 structures with the same formula, charge and spin comes out at 2.198 eV. The calculation puts the LUMO energy at -4.6 eV. The value obtained for the frontier orbital gap is 8.921 eV. The total charge is +1. As for the spin multiplicity: 1.

These are the Mulliken partial charges, in e, on atoms 1 to 2: C 0.3806; H 0.4567

Which value of spin multiplicity does entry 6 give?
1

Which value of spin multiplicity does entry 2 give?
3

Which formula does entry 5 have?
C2H11NO2